(1)
{"formula": "C30H25Br2F5Pd", "method": "ωB97M-V with the def2-TZVPD basis set", "multiplicity": 3, "s_squared": 2.0144, "e_above_lowest_kj_mol": 530.73, "homo_lumo_gap_ev": [7.44, 3.37], "elements": ["Pd", "Br", "Br", "F", "C", "C", "C", "C", "C", "C", "H", "H", "H", "H", "H", "F", "C", "C", "C", "C", "C", "C", "H", "H", "H", "H", "H", "F", "C", "C", "C", "C", "C", "C", "H", "H", "H", "H", "H", "F", "C", "C", "C", "C", "C", "C", "H", "H", "H", "H", "H", "F", "C", "C", "C", "C", "C", "C", "H", "H", "H", "H", "H"], "xyz": [[0.6063, -0.0482, 0.1899], [-2.2834, 1.6356, -0.5799], [3.6542, -1.3345, 1.1805], [-1.2344, -0.4518, 3.9064], [-1.9432, -0.5431, 5.0839], [-3.0219, -1.4809, 5.0653], [-3.8518, -1.5514, 6.2106], [-3.5643, -0.7790, 7.3510], [-2.3884, 0.0262, 7.3887], [-1.5944, 0.2209, 6.2505], [-3.3032, -2.1038, 4.2292], [-4.7046, -2.2124, 6.1651], [-4.2098, -0.8731, 8.2118], [-2.1111, 0.6040, 8.2580], [-0.6964, 0.8164, 6.3237], [-0.9674, -3.5866, 0.3887], [-1.4675, -4.8287, 0.2718], [-2.5672, -5.1205, -0.5120], [-3.2123, -6.3314, -0.3069], [-2.6197, -7.3053, 0.5555], [-1.3740, -7.0310, 1.0590], [-0.7846, -5.7939, 0.9241], [-2.9626, -4.3224, -1.1229], [-4.1674, -6.5500, -0.7611], [-3.0447, -8.2930, 0.6569], [-0.8110, -7.7686, 1.6115], [0.1495, -5.6806, 1.4543], [2.4687, 2.4547, -2.0772], [2.6488, 3.2475, -3.1221], [3.7702, 3.0359, -4.0056], [3.9076, 3.9780, -5.0692], [2.9242, 4.9704, -5.2334], [1.8482, 5.1411, -4.3415], [1.7367, 4.2906, -3.3455], [4.5531, 2.3093, -3.8455], [4.7361, 3.8411, -5.7483], [3.0691, 5.5508, -6.1326], [1.1417, 5.9336, -4.5389], [0.8994, 4.3886, -2.6703], [1.2016, 3.5391, 2.3328], [1.3060, 4.8583, 2.6350], [0.2993, 5.7755, 2.2997], [0.5959, 7.1186, 2.4559], [1.6344, 7.4954, 3.2263], [2.6036, 6.6285, 3.6935], [2.3647, 5.3151, 3.3912], [-0.5753, 5.4058, 1.7852], [-0.0787, 7.7732, 1.9242], [1.9012, 8.5404, 3.2827], [3.5014, 6.8967, 4.2305], [3.1031, 4.6584, 3.8268], [0.6489, -1.9275, -3.2260], [0.5140, -2.7681, -4.3199], [0.4273, -4.1338, -4.1076], [0.0803, -4.8766, -5.2011], [-0.1123, -4.3379, -6.4701], [-0.0045, -2.9999, -6.6152], [0.3548, -2.2084, -5.5680], [0.7746, -4.6551, -3.2278], [0.0239, -5.9354, -4.9957], [-0.3543, -4.9434, -7.3310], [0.0103, -2.5080, -7.5765], [0.5514, -1.1655, -5.7683]]}

(2)
{"formula": "C19H23F4N4O2Zr", "method": "ωB97M-V with the def2-TZVPD basis set", "charge": 3, "e_above_lowest_kj_mol": 0.00, "homo_lumo_gap_ev": 5.92, "elements": ["Zr", "C", "C", "N", "C", "C", "C", "C", "N", "C", "C", "F", "C", "F", "C", "C", "F", "C", "F", "H", "H", "H", "H", "H", "H", "H", "H", "H", "H", "H", "H", "H", "H", "H", "O", "C", "N", "C", "O", "C", "C", "C", "C", "N", "C", "H", "H", "H", "H", "H", "H", "H", "H"], "xyz": [[-0.2894, -0.6902, -0.4544], [-0.8799, 0.0537, -2.8817], [-2.1952, 0.4287, -2.1639], [-1.9998, 0.6106, -0.6881], [-1.4838, 1.9822, -0.3302], [-2.4592, 3.1229, -0.5791], [-3.1532, 0.1685, 0.1494], [-3.1901, -1.3526, 0.1882], [-1.7909, -1.8493, 0.1097], [-1.5785, -3.2576, 0.1693], [-0.4334, -3.7356, -0.4512], [0.3637, -2.6945, -1.0407], [-0.0423, -5.0462, -0.5374], [1.0688, -5.3684, -1.1624], [-0.8688, -5.9917, 0.0523], [-2.0186, -5.5682, 0.6912], [-2.8146, -6.4381, 1.2629], [-2.3816, -4.2184, 0.7678], [-3.4826, -3.8812, 1.4212], [-1.0434, 0.1102, -3.9606], [-0.5747, -1.0126, -2.7895], [-0.0365, 0.7428, -2.7076], [-2.9317, -0.3577, -2.3195], [-2.5903, 1.3478, -2.5930], [-0.5607, 2.1523, -0.9063], [-1.2165, 1.9466, 0.7311], [-2.7014, 3.2478, -1.6329], [-1.9951, 4.0491, -0.2425], [-3.3789, 2.9882, -0.0108], [-4.0874, 0.5823, -0.2318], [-2.9905, 0.5743, 1.1487], [-3.7493, -1.7836, -0.6455], [-3.6729, -1.6818, 1.1051], [-0.6172, -7.0447, 0.0125], [4.4101, 5.2608, 0.2045], [5.0518, 4.1078, -0.2628], [4.5143, 2.9985, 0.5227], [3.4535, 2.3055, 0.1233], [2.9211, 2.3533, -0.9764], [2.8140, 1.3344, 1.1178], [3.0640, 1.0973, 2.4665], [2.2693, 0.1877, 3.1686], [1.2361, -0.4667, 2.5337], [0.9946, -0.2450, 1.2196], [1.7807, 0.6212, 0.5576], [4.9596, 6.0376, 0.0466], [6.1307, 4.1336, -0.1101], [4.8290, 3.9026, -1.3092], [4.8102, 2.9584, 1.4857], [3.8611, 1.6110, 2.9906], [2.4485, -0.0057, 4.2177], [0.5903, -1.1673, 3.0447], [1.6373, 0.8394, -0.5211]]}

(3)
{"formula": "C4H12", "method": "ωB97M-V with the def2-TZVPD basis set", "charge": 1, "multiplicity": 2, "s_squared": 0.7537, "e_above_lowest_kj_mol": 69.75, "homo_lumo_gap_ev": [10.57, 2.38], "elements": ["C", "C", "H", "H", "H", "H", "H", "H", "C", "C", "H", "H", "H", "H", "H", "H"], "xyz": [[-0.9090, 0.7355, 1.8537], [0.2274, 1.2700, 2.7093], [-1.4525, 1.5734, 1.4193], [-0.4398, 0.1675, 1.0436], [-1.5873, 0.1138, 2.4266], [0.9255, 0.5384, 3.1358], [-0.1781, 1.5828, 3.6783], [0.8513, 2.0489, 2.2788], [0.7781, -0.4430, -2.5245], [-0.0890, -1.4946, -2.0480], [0.0688, 0.4380, -2.7831], [1.4769, -0.0805, -1.7815], [1.2536, -0.7423, -3.4585], [-0.8268, -1.7993, -2.8390], [-0.6014, -1.4242, -1.0890], [0.5024, -2.4846, -2.0217]]}